Here is a structure of composition C41H29BrN6O4Sr from the OMol25 dataset. Energies are from ωB97M-V/def2-TZVPD.

Output
net charge	-2
ΔE to the lowest compared entry with this formula, charge and spin	0.000	eV
highest occupied orbital energy	-1.845	eV
E_LUMO	3.55	eV
calculated total energy	-131000.568	eV
spin multiplicity	1

Structure (XYZ):
```
82
Properties=species:S:1:pos:R:3:forces:R:3
Sr 11.191748 9.106004 12.359777 0.4 1.0 0.7
O 9.500957 11.590411 17.856315 0.1 -0.5 -0.3
C 10.707809 10.992581 18.015697 0.3 0.2 -0.1
C 11.452813 11.322436 19.159709 -0.4 0.0 -0.2
C 12.695702 10.758723 19.350485 0.2 0.0 0.3
C 13.231924 9.847082 18.444413 -0.1 0.1 0.1
C 12.517096 9.538483 17.302837 -0.2 0.3 0.1
C 11.267533 10.130129 17.054709 0.1 -0.2 -0.1
C 10.687716 9.861366 15.683838 0.9 -0.5 -0.1
O 11.346492 9.102839 14.948348 -0.3 0.4 -0.3
N 9.558030 10.506983 15.372835 -0.8 0.5 0.0
N 9.258236 10.357484 14.052830 -0.1 -0.4 0.1
C 8.143902 10.744043 13.561525 0.3 -0.2 -0.1
C 7.959779 10.518154 12.098520 0.2 0.2 0.5
C 7.287094 11.471479 11.347156 -0.1 0.2 0.1
C 7.276562 11.398792 9.976010 0.6 -0.8 -0.7
C 7.940872 10.316957 9.389135 0.2 -0.2 0.0
C 8.556062 9.375477 10.215353 -0.3 0.1 -0.1
N 8.558536 9.465512 11.542113 0.0 0.0 -0.2
H 9.175800 11.262916 16.970963 0.0 0.3 0.0
H 11.033802 12.043781 19.863169 0.1 -0.2 -0.2
H 13.272453 11.054030 20.220856 0.0 -0.1 0.0
H 14.213379 9.423807 18.620379 0.0 0.0 0.0
H 12.935562 8.880390 16.548793 -0.2 0.1 0.0
H 7.349196 11.258884 14.121869 0.3 -0.1 0.0
H 6.902232 12.334111 11.851529 -0.3 0.3 0.2
H 6.844936 12.162364 9.339900 -0.1 0.1 0.2
H 8.080027 10.215961 8.315556 -0.2 0.1 0.1
H 9.099541 8.515566 9.800543 -0.2 0.4 0.0
C 10.300950 6.134959 14.672185 0.7 0.0 -0.7
C 11.582948 5.970615 14.073052 -0.6 0.1 -0.2
C 11.417730 6.163593 12.680057 0.1 -0.2 0.4
C 10.068518 6.492283 12.417831 -0.5 -0.6 0.3
C 9.378785 6.447060 13.669357 -0.2 0.4 -0.6
H 10.072156 6.102720 15.714939 0.0 0.0 0.5
H 12.533493 5.782802 14.568267 -0.3 0.0 0.0
H 12.164718 5.943513 11.940010 0.3 0.1 -0.3
H 9.595982 6.522668 11.432066 0.1 0.1 0.2
H 8.315161 6.674021 13.815186 0.5 -0.1 -0.1
N 21.495755 13.665072 13.279084 -1.6 -0.9 0.0
C 20.448563 13.157938 13.206973 1.0 0.5 0.0
C 19.109141 12.602236 13.076508 0.7 0.1 -0.1
C 18.057980 13.470519 12.850374 0.2 0.8 0.2
C 16.780716 12.992103 12.734152 -1.1 -0.2 -0.1
C 16.506420 11.627789 12.815786 0.9 -0.1 0.2
C 17.591688 10.751899 13.031145 -1.3 -0.1 -0.3
C 18.871835 11.228788 13.139812 0.8 -0.1 0.2
C 15.125446 11.105250 12.678174 -0.5 0.3 0.3
C 14.187369 11.648008 13.555684 0.2 -0.1 0.0
C 14.502679 12.436445 14.726704 0.0 0.0 -0.2
C 13.305292 12.849911 15.242797 0.1 0.0 0.5
C 12.321429 12.302761 14.377902 -1.0 -0.5 -0.4
N 12.805686 11.557121 13.404463 0.3 0.1 0.2
C 14.934183 10.159482 11.660987 -0.2 -0.5 -0.4
C 15.894045 9.915889 10.622535 -0.3 -0.5 0.1
C 15.403126 8.843306 9.897402 -0.1 -0.1 -0.3
C 14.167537 8.504009 10.499545 -0.3 0.4 0.4
N 13.847466 9.276685 11.539591 0.9 0.2 -0.3
H 18.230269 14.540449 12.806566 0.1 -0.1 0.0
H 15.941019 13.669858 12.594544 0.2 -0.1 -0.1
H 17.319999 9.697147 13.066129 0.5 0.2 0.1
H 19.721422 10.563866 13.282227 -0.2 0.0 0.0
H 15.495939 12.604025 15.113525 0.0 0.1 0.1
H 13.086864 13.363671 16.178504 0.2 0.0 -0.4
H 11.239436 12.408987 14.464308 0.3 0.1 0.1
H 16.805990 10.471804 10.443233 -0.1 -0.1 0.1
H 15.795895 8.325267 9.020694 0.1 0.4 0.3
H 13.477198 7.744250 10.153566 0.0 -0.1 0.1
Br 11.931580 16.934357 7.077956 -0.1 -1.5 0.3
C 11.625566 15.085542 7.798846 0.4 0.1 -0.3
C 10.674254 14.977478 8.795100 0.0 0.4 0.4
C 10.524534 13.772480 9.475558 0.1 -0.1 -0.1
C 11.259266 12.641192 9.129185 0.4 0.1 -0.4
C 12.172621 12.755709 8.090082 0.0 0.4 -0.3
C 12.386764 13.967710 7.427314 0.0 0.6 -0.2
C 11.154379 11.338435 9.925501 -0.5 0.5 0.6
O 11.656381 10.289161 9.505906 0.3 -0.5 -0.7
O 10.537463 11.470840 11.002423 -0.2 -0.1 0.7
H 10.123001 15.868607 9.105022 0.1 -0.4 -0.1
H 9.880866 13.699732 10.334585 -0.3 0.0 0.1
H 12.754473 11.889631 7.816132 0.1 -0.1 0.0
H 13.157661 14.020592 6.653155 -0.3 0.1 0.3
```
Positions in Å, forces in eV/Å.